Entry 1:
DFT (ωB97M-V/def2-TZVPD) results for 10 unconnected molecules or ions with the total composition C27H72NO19.

The geometry in XYZ format:
```
119
Properties=species:S:1:pos:R:3:forces:R:3:mulliken_charge:R:1
C 1.911 1.953 0.607 -0.52 1.55 -4.90 -1.80
C 1.428 0.855 1.430 -1.66 0.49 4.50 1.96
C 0.196 1.284 2.346 -1.96 -1.18 -4.20 -2.42
C -1.121 1.240 1.510 0.33 -0.67 0.47 -1.12
C -1.455 -0.169 1.012 0.11 -1.93 -0.79 0.37
C -0.190 -0.788 0.032 -3.64 0.47 1.68 2.17
N 1.148 -0.378 0.590 3.99 0.01 -4.49 1.17
O 2.148 -0.812 -0.061 -4.13 1.47 3.43 -0.37
C -0.279 -0.354 -1.419 0.91 -1.87 -0.17 -2.72
C -0.289 -2.293 0.065 1.62 -0.69 0.42 -1.96
C 2.437 0.458 2.501 1.24 -4.27 -1.35 -1.12
H 1.154 2.173 -0.312 1.54 0.06 2.37 0.05
H 2.794 1.658 0.069 0.53 -0.73 -0.48 0.47
H 2.342 2.875 1.033 -1.25 -0.38 0.71 0.48
H 0.299 2.274 2.697 0.67 0.86 0.63 0.91
H 0.018 0.548 3.044 0.32 -1.34 2.26 0.84
H -1.030 2.062 0.862 0.21 0.46 -2.26 0.54
H -2.001 1.588 1.985 -0.71 0.11 1.56 0.32
H -2.525 -0.326 0.492 2.67 0.74 0.52 0.07
H -1.630 -0.933 1.908 0.93 1.82 -1.69 -0.70
H -1.263 -0.720 -1.630 -0.35 -0.93 -0.89 0.86
H 0.573 -0.690 -2.086 -1.23 -0.07 0.93 0.05
H -0.444 0.627 -1.603 0.15 3.58 -0.11 0.67
H -0.209 -2.500 1.134 -0.45 -0.94 -0.23 0.16
H 0.660 -2.555 -0.383 0.42 -0.80 -0.09 0.75
H -1.013 -2.910 -0.527 -0.02 1.32 0.91 0.27
H 2.190 -0.772 2.629 1.34 3.30 0.14 0.15
H 2.270 0.883 3.472 -0.10 0.46 0.12 0.41
H 3.473 0.654 2.080 -1.03 -0.73 0.95 0.22
C 1.666 0.309 -4.344 0.57 -1.01 0.93 -0.09
C 0.609 -0.598 -5.029 11.78 -0.61 -1.20 -2.03
O 1.134 -1.828 -5.275 -0.29 -0.70 -1.12 -0.62
O 0.929 1.495 -3.890 0.86 0.47 -2.21 -0.42
H 2.618 0.452 -4.970 -1.60 0.42 0.43 0.49
H 2.117 -0.187 -3.420 -0.86 0.61 -0.85 0.31
H 0.348 -0.060 -5.781 -1.23 2.71 -6.11 1.01
H -0.136 -0.532 -4.545 -10.04 -0.16 7.42 0.97
H 1.084 -2.265 -4.428 0.65 -0.99 0.18 0.35
H 0.701 1.988 -4.742 0.29 -0.78 1.76 0.25
C -0.805 -2.941 3.787 -1.90 -1.23 -0.20 0.27
C -0.908 -3.678 5.193 -1.33 3.32 -0.66 -0.71
O -2.238 -3.911 5.599 -0.67 -1.67 2.16 -0.56
O 0.493 -2.457 3.622 1.41 -0.87 -0.69 -0.44
H -1.428 -2.087 3.402 -0.13 -0.68 1.78 0.05
H -1.131 -3.744 3.103 0.69 0.17 -0.47 -0.12
H -0.530 -2.971 5.868 1.04 1.09 1.16 0.40
H -0.210 -4.461 5.170 0.51 -1.79 -0.18 0.37
H -2.301 -4.243 6.589 0.54 1.01 -3.16 0.34
H 1.069 -3.216 3.407 -0.18 0.64 0.27 0.33
C -0.118 -3.729 -3.088 1.60 -7.67 -2.04 0.33
C -0.740 -4.531 -4.326 -3.05 1.91 0.69 -0.54
O -2.182 -4.553 -4.001 -2.18 -4.25 -0.35 -0.62
O 1.266 -3.540 -3.321 2.62 -1.46 0.45 -0.68
H -0.295 -4.589 -2.384 0.14 1.68 0.65 0.29
H -0.497 -2.818 -2.861 -1.67 2.43 0.50 -0.08
H -0.646 -5.595 -4.444 2.09 -0.18 0.09 0.42
H -0.664 -3.954 -5.244 0.46 -0.28 -0.23 0.22
H -2.624 -5.634 -4.113 2.26 5.16 0.40 0.36
H 1.894 -4.368 -3.409 -2.52 2.28 0.29 0.34
C -3.229 -6.249 -1.129 -0.31 -1.17 -4.35 -0.52
C -2.821 -5.853 0.286 0.95 -4.83 -2.86 -0.45
O -1.512 -5.299 0.356 1.86 -0.92 0.22 -0.50
O -4.419 -7.130 -1.255 4.22 -2.10 1.10 -0.53
H -2.599 -6.843 -1.835 1.06 0.32 1.59 0.33
H -3.475 -5.478 -1.871 0.18 0.93 0.83 0.35
H -3.042 -6.886 0.654 1.28 0.58 1.15 0.32
H -3.686 -5.381 0.595 -0.73 2.60 1.57 0.36
H -0.667 -5.928 0.192 -3.78 1.54 0.53 0.34
H -5.010 -6.477 -1.190 -4.70 3.08 0.29 0.30
C -3.840 3.113 -1.335 -10.45 -1.12 1.70 -0.65
C -4.494 1.617 -1.290 5.63 4.52 -9.84 -0.10
O -4.725 1.252 -2.717 0.29 0.35 1.14 -0.57
O -3.547 3.533 -0.040 0.56 0.25 0.66 -0.37
H -4.698 3.773 -1.911 2.63 -1.26 1.25 0.27
H -2.968 3.101 -1.648 7.66 -0.25 -4.72 0.52
H -5.258 1.640 -0.804 -9.37 0.46 5.31 0.83
H -3.870 1.042 -0.840 4.39 -4.00 2.51 -0.30
H -4.994 0.336 -2.918 0.17 0.57 0.87 0.29
H -4.356 3.731 0.376 -1.41 0.49 1.22 0.25
C 6.089 -0.659 0.252 -4.46 2.69 -3.35 0.04
C 7.471 -0.594 0.044 3.25 -0.03 -2.91 -0.33
O 7.734 -0.486 -1.307 3.57 -10.75 1.74 -0.49
O 5.844 -0.433 1.515 -2.58 -2.30 5.38 -0.49
H 5.624 -1.594 -0.078 0.17 0.17 -0.10 0.18
H 5.517 0.270 -0.247 1.11 -1.96 -0.52 -0.07
H 7.843 -1.566 0.224 1.14 -0.76 1.29 0.22
H 8.060 0.236 0.388 -0.19 0.24 1.97 0.41
H 7.524 0.230 -1.652 -3.17 10.35 -4.65 0.20
H 6.220 0.376 1.715 1.11 2.40 1.13 0.31
C -3.125 1.549 4.693 -0.30 2.08 0.77 -0.17
C -2.418 1.080 5.997 -1.37 -1.05 -0.63 -0.54
O -2.316 2.103 6.940 0.00 2.80 -2.60 -0.48
O -3.438 0.529 3.820 0.95 -2.68 -1.22 -0.50
H -2.637 2.487 4.227 0.39 -1.99 0.23 0.12
H -4.109 1.998 4.755 -0.31 0.48 1.94 0.37
H -1.435 0.644 5.892 0.53 -0.06 -1.15 0.32
H -2.941 0.245 6.599 -0.22 0.60 -1.77 0.34
H -2.324 1.479 7.581 0.22 -1.28 4.95 0.32
H -3.626 -0.291 4.334 0.16 1.00 -0.55 0.29
C -0.863 5.821 1.502 -1.55 -2.09 0.14 -0.16
C 0.165 6.913 1.138 -2.83 -0.51 -0.15 -0.31
O 0.380 7.477 2.409 0.93 -2.32 0.21 -0.49
O -0.882 4.837 0.478 5.80 2.09 -0.99 -0.28
H -2.073 6.023 1.564 3.27 0.69 0.81 0.24
H -0.405 5.255 2.405 -1.21 1.43 -0.71 0.16
H -0.402 7.631 0.392 1.87 -1.21 1.14 0.27
H 1.069 6.351 0.797 -0.65 0.90 -0.33 0.16
H 0.281 8.372 2.338 -0.20 3.65 -0.02 0.31
H -1.666 4.450 0.497 -5.50 -2.77 -0.17 0.09
C 2.841 4.537 -4.313 -2.88 -1.08 2.66 -0.20
C 3.311 3.843 -2.942 -3.42 -1.15 -0.55 0.11
O 3.606 2.476 -3.195 -1.55 -2.25 -1.51 -0.63
O 2.357 5.864 -4.024 -2.93 -0.32 -0.14 -0.56
H 2.019 3.780 -4.744 1.29 1.71 1.13 -0.14
H 3.483 4.585 -5.111 2.27 0.36 -1.48 0.38
H 2.290 3.745 -2.444 1.08 0.96 0.08 -0.10
H 4.009 4.254 -2.168 -0.23 0.03 -1.47 0.40
H 2.743 1.956 -3.618 3.08 2.72 1.87 0.36
H 1.316 5.925 -3.929 3.41 -0.59 -0.31 0.32
```
Forces are in eV/Å.

Properties
Multiplicity: 1
HOMO level (eV): -11.310
Energy relative to the best compared isomer or geometry (same formula, charge and spin) (kcal per mole): 109.54
Max |F| (eV Å⁻¹): 12.5
Total energy (hartree): -2555.08204
Total charge: +1
Orbital gap (eV): 5.261

Entry 2:
DFT (ωB97M-V/def2-TZVPD) results for a molecular structure, C27H72O29S9V.

The geometry in XYZ format:
```
138
Properties=species:S:1:pos:R:3:forces:R:3:mulliken_charge:R:1
O -24.916 27.382 -17.653 3.46 -0.52 2.13 -0.46
V -23.573 27.133 -16.810 -3.32 -4.26 -1.06 1.92
O -23.548 25.534 -16.496 0.00 4.89 -0.91 -0.44
O -25.456 29.548 -13.401 -0.39 1.31 0.51 -0.56
S -25.809 30.694 -12.581 0.31 1.20 0.03 1.07
O -24.819 31.766 -12.304 -2.23 -2.51 -0.44 -0.57
O -27.130 31.409 -13.333 1.77 -3.12 0.69 -0.28
C -27.560 32.646 -12.870 0.26 2.43 -0.09 -0.22
C -27.474 33.595 -14.064 0.41 -0.20 0.14 -1.17
C -26.543 30.042 -11.002 0.68 1.16 -0.84 -0.89
H -26.877 32.998 -12.096 -0.13 0.10 0.18 0.35
H -28.578 32.658 -12.481 -0.03 -0.65 0.06 0.31
H -27.864 34.583 -13.821 -0.21 -0.11 -0.17 0.37
H -27.962 33.124 -14.918 -0.36 0.30 0.05 0.30
H -26.430 33.705 -14.359 0.09 0.06 0.11 0.27
H -26.630 30.937 -10.387 -0.30 -0.12 0.07 0.31
H -25.823 29.376 -10.526 -0.01 -0.04 -0.34 0.38
H -27.502 29.568 -11.213 0.22 0.08 -0.08 0.32
O -27.952 34.059 -22.193 2.88 -1.50 0.99 -0.59
S -26.684 33.562 -21.617 -1.87 -0.17 -0.50 1.14
O -26.663 32.422 -20.690 -0.04 1.80 -1.56 -0.58
O -25.678 33.257 -22.877 -2.24 0.68 0.83 -0.31
C -24.352 32.893 -22.636 1.54 -0.58 -0.62 -0.43
C -24.136 31.565 -21.931 0.44 -0.43 0.19 -0.95
C -25.928 34.950 -20.818 -0.16 -0.23 0.31 -0.88
H -23.751 33.729 -22.278 -0.28 0.09 1.02 0.34
H -23.900 32.846 -23.627 -0.37 -0.47 -0.34 0.32
H -24.412 31.532 -20.877 0.09 0.30 -0.10 0.28
H -23.085 31.296 -22.039 0.24 0.24 0.21 0.37
H -24.635 30.714 -22.394 -0.44 0.35 -0.29 0.30
H -25.994 35.851 -21.429 0.18 -0.30 -0.15 0.32
H -24.921 34.675 -20.504 -0.05 0.21 -0.06 0.32
H -26.560 35.092 -19.941 0.11 0.00 0.08 0.35
O -27.232 24.306 -13.554 -0.34 -0.57 -0.71 -0.57
S -27.761 23.172 -12.849 2.51 -2.16 2.14 1.09
O -27.745 21.789 -13.405 -0.74 3.59 0.85 -0.59
O -26.884 23.070 -11.417 -1.58 0.44 -1.30 -0.27
C -25.561 22.650 -11.567 2.08 -0.66 0.14 -0.19
C -25.141 21.817 -10.349 -1.73 -0.63 -0.62 -1.23
C -29.196 23.695 -11.961 -0.78 -1.38 -1.02 -0.87
H -24.861 23.478 -11.678 -0.27 0.51 0.07 0.26
H -25.440 22.085 -12.491 -0.13 -0.37 0.07 0.34
H -25.915 21.058 -10.232 -0.16 -0.28 -0.16 0.33
H -25.265 22.363 -9.414 0.93 0.23 -0.09 0.31
H -24.248 21.222 -10.541 0.35 0.66 0.41 0.35
H -29.143 24.764 -11.753 0.05 -0.36 0.01 0.31
H -29.316 23.014 -11.119 0.24 0.41 0.18 0.32
H -29.987 23.400 -12.651 -0.43 0.58 -0.01 0.39
O -24.368 24.022 -20.672 -0.50 -2.02 -0.68 -0.60
S -24.653 22.658 -21.161 1.09 1.88 1.48 1.10
O -23.522 21.742 -21.263 -2.47 0.88 0.16 -0.59
O -25.826 22.031 -20.194 4.03 -0.12 -1.04 -0.23
C -26.944 22.797 -19.898 -2.87 -1.29 0.00 -0.32
C -28.051 21.838 -20.386 -0.46 0.92 -0.11 -0.97
C -25.569 22.839 -22.694 0.74 -0.27 0.73 -0.89
H -27.065 23.768 -20.377 0.63 -0.02 -0.07 0.31
H -27.075 22.887 -18.819 0.49 0.33 0.04 0.30
H -28.071 20.893 -19.843 -0.04 0.29 0.31 0.30
H -27.878 21.556 -21.425 -0.05 0.24 -0.08 0.25
H -28.994 22.382 -20.327 -0.31 -0.42 0.05 0.36
H -24.798 23.021 -23.442 -0.24 -0.31 -0.17 0.39
H -26.194 23.727 -22.604 -0.08 -0.27 0.07 0.30
H -26.117 21.900 -22.771 0.04 0.23 -0.61 0.30
O -32.476 27.292 -18.486 -0.44 -0.60 -0.23 -0.61
S -32.624 28.391 -17.594 1.02 2.39 0.33 1.17
O -32.731 29.741 -18.146 -0.32 -2.20 1.32 -0.61
O -33.810 28.156 -16.530 0.61 1.18 -0.46 -0.30
C -33.954 26.842 -16.001 -2.19 -1.02 -0.41 -0.17
C -35.330 26.839 -15.239 1.28 0.88 -0.55 -1.22
C -31.258 28.312 -16.414 -0.67 0.75 -0.78 -0.97
H -33.145 26.456 -15.381 0.26 0.57 0.08 0.30
H -34.012 26.244 -16.910 -0.11 -0.66 0.36 0.36
H -35.264 27.492 -14.368 0.25 -0.36 0.35 0.32
H -35.651 25.833 -14.968 -0.03 0.18 -0.10 0.36
H -36.045 27.392 -15.849 -0.18 -0.60 -0.31 0.33
H -31.061 27.247 -16.287 0.26 0.32 0.31 0.33
H -31.616 28.864 -15.545 0.14 -0.41 0.19 0.31
H -30.440 28.895 -16.837 0.12 -0.42 -0.11 0.40
O -21.420 31.888 -15.891 0.40 0.91 0.48 -0.56
S -20.788 33.184 -15.836 1.69 0.41 -1.10 1.06
O -21.419 34.322 -16.480 0.35 -0.93 1.26 -0.61
O -20.327 33.476 -14.297 -1.68 -2.35 -1.88 -0.20
C -20.120 34.798 -13.941 -0.98 1.29 2.07 -0.18
C -19.996 34.729 -12.398 1.53 0.90 -0.14 -1.27
C -19.063 33.042 -16.503 -1.21 -0.66 -0.16 -0.88
H -21.019 35.383 -14.133 0.15 0.13 -0.51 0.28
H -19.270 35.175 -14.511 0.17 0.42 0.46 0.39
H -20.817 34.265 -11.851 -0.02 -0.32 -0.63 0.29
H -19.874 35.704 -11.926 -0.21 0.38 -0.41 0.40
H -19.035 34.273 -12.159 -0.19 -0.57 0.16 0.31
H -18.353 33.525 -15.832 -0.18 -0.09 -0.15 0.31
H -19.001 33.411 -17.527 -0.21 0.30 0.22 0.32
H -18.932 31.962 -16.565 0.37 0.06 0.29 0.32
O -22.253 16.586 -16.471 -0.81 0.47 0.65 -0.58
S -23.217 17.177 -15.575 -1.46 0.89 0.25 1.10
O -23.753 16.434 -14.436 1.26 1.61 -1.69 -0.57
O -22.594 18.635 -15.034 -0.66 -2.88 0.52 -0.30
C -21.911 19.445 -15.959 0.01 1.83 -0.81 -0.21
C -20.834 20.309 -15.236 -0.39 -1.39 -0.59 -1.11
C -24.740 17.814 -16.526 0.76 -0.75 0.56 -0.95
H -22.691 20.077 -16.385 -0.01 0.53 0.03 0.27
H -21.520 18.954 -16.849 0.28 -0.67 0.46 0.42
H -21.041 20.312 -14.165 -0.16 0.46 -0.12 0.31
H -20.788 21.291 -15.706 0.00 0.02 0.34 0.30
H -19.873 19.808 -15.354 0.10 0.15 0.01 0.30
H -25.349 18.476 -15.910 0.44 -0.03 0.31 0.31
H -25.335 16.919 -16.707 0.20 -0.07 -0.07 0.39
H -24.511 18.303 -17.473 0.43 -0.15 0.16 0.33
O -19.714 27.397 -13.857 1.00 -0.55 3.69 -0.57
S -19.332 27.270 -12.401 0.74 -0.29 -1.59 1.07
O -20.340 26.830 -11.423 2.36 0.98 -1.89 -0.56
O -17.965 26.227 -12.217 -2.23 0.44 0.53 -0.32
C -17.015 26.076 -13.295 0.57 0.73 -0.53 0.00
C -15.960 24.963 -13.118 -1.08 -1.03 0.83 -1.27
C -18.445 28.890 -11.930 -1.04 -1.64 0.32 -0.88
H -16.520 27.047 -13.333 0.15 0.04 -0.61 0.22
H -17.596 25.866 -14.193 0.25 0.22 -0.16 0.29
H -15.283 24.986 -12.264 -0.21 0.70 0.12 0.33
H -15.336 24.731 -13.981 -0.27 0.74 -0.35 0.36
H -16.523 24.041 -12.976 -0.08 -0.20 0.08 0.33
H -19.225 29.649 -11.866 0.18 0.02 -0.37 0.37
H -17.651 29.056 -12.657 -0.40 0.04 -0.10 0.30
H -18.020 28.739 -10.938 -0.07 -0.17 -0.08 0.35
O -17.700 25.544 -19.227 -0.50 2.31 -0.77 -0.59
S -18.061 26.878 -19.718 0.54 -0.47 -0.43 1.09
O -19.288 27.519 -19.245 2.10 -0.44 -0.13 -0.57
O -16.746 27.917 -19.506 -2.94 -1.28 -0.20 -0.26
C -15.465 27.482 -19.980 0.02 -0.69 -0.14 -0.09
C -14.513 28.004 -18.988 1.41 1.31 0.82 -1.35
C -18.196 26.901 -21.546 -0.54 -0.67 1.02 -0.99
H -15.267 27.860 -20.983 -0.21 0.26 -0.03 0.30
H -15.348 26.400 -20.036 -0.57 -0.17 0.14 0.37
H -14.494 29.094 -18.972 -0.06 0.17 -0.37 0.32
H -13.497 27.696 -19.233 0.02 -0.16 0.15 0.38
H -14.748 27.785 -17.946 -0.08 -0.71 -0.19 0.30
H -18.239 27.950 -21.839 0.40 -0.24 -0.16 0.32
H -19.156 26.433 -21.762 -0.20 0.16 0.23 0.42
H -17.484 26.221 -22.014 0.47 0.62 0.12 0.34
```
Forces are in eV/Å.

Properties
Multiplicity: 1
HOMO level (eV): -12.225
Energy relative to the best compared isomer or geometry (same formula, charge and spin) (kcal per mole): 250.78
Max |F| (eV Å⁻¹): 5.5
Total energy (hartree): -7780.90533
Total charge: +1
Orbital gap (eV): 5.031

Number 2 is which compound? C27H72O29S9V

What is the multiplicity in the first record? 1

What is the total charge in the second record? +1